DFT (the ωB97M-V functional and the def2-TZVPD basis) results for the ion C5H8N5O4 with charge +1 in a non-equilibrium geometry.

Computed properties:
Total energy in a.u.: -769.65690
SMILES: O=C1C(=O)N([N@@H+]2CNCN2)C(=O)N1O
Charge: +1
Frontier orbital gap in eV: 9.9
HOMO in eV: -14.42
Spin multiplicity: 1
Energy relative to the best compared isomer or geometry (same formula, charge and spin) in kcal/mol: 0.0

Element x y z (Å)
1 O 3.42125 -1.79855 0.18957
2 C 2.66118 -0.89852 0.05459
3 C 1.09564 -1.12573 0.01118
4 O 0.41354 -2.10212 0.14975
5 N 0.62015 0.16615 -0.05702
6 N -0.72676 0.62881 -0.19137
7 C -1.60188 0.31802 1.21782
8 N -2.77011 -0.19329 0.64879
9 C -2.43459 -0.90123 -0.48382
10 N -1.44420 -0.04094 -1.19682
11 C 1.62429 1.11531 -0.20063
12 O 1.26231 2.23650 -0.32089
13 N 2.81535 0.47200 -0.05183
14 O 4.02296 1.17206 -0.01421
15 H -0.70875 1.73491 -0.21044
16 H -1.60672 1.02548 1.99607
17 H -1.09369 -0.41930 1.76647
18 H -3.65889 0.29694 0.56285
19 H -2.02863 -1.77352 -0.07749
20 H -3.21592 -1.04317 -1.08897
21 H -0.89949 -0.53279 -1.88640
22 H 4.25296 1.66300 -0.81721

---

DFT (the ωB97M-V functional and the def2-TZVPD basis) results for the molecule C31H45N7O2S in a non-equilibrium geometry.

Computed properties:
Total energy in a.u.: -2140.24518
SMILES: CCOc1ccc(NCc2cccn2-c2nnc(N3CCC(C(=O)NCCCN4C[C@H](C)C[C@@H](C)C4)CC3)s2)cc1
Frontier orbital gap in eV: 7.9
HOMO in eV: -7.35
Spin multiplicity: 1
Energy relative to the best compared isomer or geometry (same formula, charge and spin) in kcal/mol: 0.7

Element x y z (Å)
1 C -1.37378 -5.75050 -0.09145
2 C -1.85934 -4.47165 0.57462
3 O -3.00307 -4.03245 -0.12149
4 C -3.61423 -2.88139 0.29513
5 C -4.74556 -2.49796 -0.42213
6 C -5.42151 -1.34166 -0.09743
7 C -4.99360 -0.53490 0.95657
8 N -5.68732 0.63002 1.30921
9 C -4.93989 1.88749 1.26875
10 C -4.70318 2.30255 -0.14768
11 C -5.52184 3.01628 -0.98035
12 C -4.97540 2.96453 -2.28328
13 C -3.85024 2.20248 -2.21441
14 N -3.67558 1.79408 -0.91568
15 C -2.60331 1.06302 -0.48396
16 N -2.05514 1.14097 0.67050
17 N -1.00290 0.35098 0.83784
18 C -0.70801 -0.36357 -0.20338
19 N 0.30984 -1.23760 -0.25230
20 C 0.77756 -1.77299 -1.51353
21 C 1.42765 -3.14200 -1.32490
22 C 2.52636 -3.08298 -0.25981
23 C 3.70770 -2.25789 -0.78861
24 O 3.84573 -2.00354 -1.96799
25 N 4.60958 -1.89407 0.14611
26 C 5.70588 -0.98733 -0.11576
27 C 5.34630 0.44583 0.29134
28 C 4.40546 1.11064 -0.72490
29 N 3.32242 1.83466 -0.08031
30 C 3.80156 3.01461 0.62070
31 C 2.67469 3.66151 1.42820
32 C 2.21122 2.73132 2.54630
33 C 1.53463 4.03946 0.48113
34 C 1.09123 2.83916 -0.35213
35 C 0.04356 3.24854 -1.38308
36 C 2.30436 2.21926 -1.04435
37 C 1.90712 -2.54183 1.03219
38 C 1.31257 -1.15799 0.79448
39 S -1.80714 -0.10132 -1.56454
40 C -3.88183 -0.94089 1.68797
41 C -3.19303 -2.09357 1.36026
42 H -2.14348 -6.51441 -0.02671
43 H -0.47322 -6.11015 0.39965
44 H -1.16367 -5.56660 -1.14208
45 H -2.10512 -4.66544 1.62911
46 H -1.07940 -3.69654 0.53681
47 H -5.06957 -3.11850 -1.24280
48 H -6.29141 -1.05131 -0.67119
49 H -6.54016 0.71933 0.76497
50 H -3.99500 1.75710 1.79498
51 H -5.53770 2.64795 1.77668
52 H -6.41685 3.53004 -0.68805
53 H -5.37391 3.43379 -3.16044
54 H -3.14527 1.92565 -2.97326
55 H -0.07329 -1.86290 -2.19261
56 H 1.51044 -1.09096 -1.96531
57 H 1.85900 -3.44809 -2.27787
58 H 0.67511 -3.87269 -1.02899
59 H 2.91010 -4.09565 -0.08502
60 H 4.41349 -2.07633 1.11638
61 H 6.57932 -1.33336 0.44434
62 H 5.92436 -1.03769 -1.18405
63 H 4.84735 0.41619 1.26288
64 H 6.26401 1.02453 0.39973
65 H 4.98617 1.76783 -1.39651
66 H 3.95208 0.33681 -1.34693
67 H 4.60685 2.71853 1.29557
68 H 4.21295 3.75378 -0.09288
69 H 3.06835 4.57920 1.88148
70 H 1.92673 1.76596 2.14011
71 H 1.35627 3.15730 3.06523
72 H 3.01270 2.58111 3.26698
73 H 0.68751 4.42735 1.04933
74 H 1.87887 4.83097 -0.19092
75 H 0.65525 2.09286 0.31598
76 H -0.84563 3.63160 -0.88725
77 H -0.24339 2.39771 -1.99800
78 H 0.43353 4.02407 -2.03998
79 H 1.99288 1.32457 -1.59255
80 H 2.70865 2.93793 -1.78226
81 H 2.62520 -2.49334 1.85196
82 H 1.11230 -3.22427 1.34320
83 H 0.81808 -0.78407 1.69213
84 H 2.09881 -0.44671 0.50513
85 H -3.54109 -0.34262 2.51821
86 H -2.32775 -2.35986 1.94693

---

DFT (the ωB97M-V functional and the def2-TZVPD basis) results for a structure of composition C5H10O.

Computed properties:
Total energy in a.u.: -271.70065
Frontier orbital gap in eV: 10.6
HOMO in eV: -9.54
Spin multiplicity: 1
Energy relative to the best compared isomer or geometry (same formula, charge and spin) in kcal/mol: 32.6

Element x y z (Å)
1 C 0.74637 1.00266 1.27750
2 C 0.12552 -0.00552 0.29693
3 C -0.07050 -1.50001 0.67973
4 C -0.93212 0.68171 -0.61310
5 C -0.15228 -0.01209 -1.72278
6 O 0.98777 -0.15021 -0.87193
7 H 1.46567 0.58163 1.98507
8 H 0.00158 1.58023 1.84347
9 H 1.28132 1.72771 0.65045
10 H 0.83985 -1.84705 1.18317
11 H -0.10972 -2.09902 -0.24422
12 H -0.94298 -1.78065 1.27452
13 H -0.74369 1.76315 -0.63676
14 H -2.00593 0.51249 -0.49278
15 H 0.12636 0.52246 -2.62836
16 H -0.61721 -0.97748 -1.98093

---

DFT (the ωB97M-V functional and the def2-TZVPD basis) results for a structure of composition C37H42Cl5GeIrN2O2Si2 in a non-equilibrium geometry.

Computed properties:
Total energy in a.u.: -6756.05668
Charge: +1
Frontier orbital gap (spin up / spin down) in eV: 6.8 / 4.2
HOMO (spin up / spin down) in eV: -9.28 / -10.01
Spin multiplicity: 6
Expectation value of S²: 8.799
Energy relative to the best compared isomer or geometry (same formula, charge and spin) in kcal/mol: 0.0

Element x y z (Å)
1 Ir 0.46384 -0.03652 0.41198
2 Cl -5.64498 4.19322 2.33138
3 C -4.12746 3.57150 1.89631
4 C -4.03351 2.25101 1.38807
5 Cl -5.45413 1.31588 1.20536
6 C -2.80982 1.73706 1.04687
7 Cl -2.65834 0.16272 0.39771
8 C -1.60052 2.50579 1.18813
9 O -0.46711 2.05136 0.92549
10 C -1.74172 3.85755 1.68531
11 Cl -0.31309 4.76027 1.84043
12 C -2.97365 4.36532 2.03653
13 Cl -3.10766 5.95501 2.64739
14 C 2.16176 -2.31278 -2.59866
15 Si 3.11158 -1.30679 -1.30388
16 C 4.86608 -1.01049 -1.91988
17 C 3.23585 -2.42167 0.21883
18 C 2.17717 0.35920 -1.08988
19 C 1.21135 0.49011 -2.21989
20 C 1.53446 0.75527 -3.55062
21 C 0.52030 0.83534 -4.48214
22 C -0.79986 0.64940 -4.07986
23 C -1.04769 0.39325 -2.74606
24 N -0.06343 0.32150 -1.84814
25 Si 2.85711 2.11590 -0.70293
26 C 4.54756 2.35666 -1.50183
27 C 1.64381 3.35995 -1.45264
28 C 3.00455 2.57723 1.12216
29 H 2.59475 -3.31379 -2.64660
30 H 2.20182 -1.89131 -3.60158
31 H 1.11228 -2.41736 -2.31962
32 H 5.34922 -1.97606 -2.07904
33 H 5.46561 -0.46627 -1.18960
34 H 4.90105 -0.46162 -2.85984
35 H 3.36442 -3.43727 -0.16356
36 H 2.35200 -2.41504 0.85565
37 H 4.10130 -2.20007 0.84052
38 H 2.56925 0.88981 -3.83481
39 H 0.74986 1.03877 -5.51943
40 H -1.61533 0.70408 -4.78541
41 H -2.05373 0.24438 -2.37485
42 H 4.53265 2.18990 -2.57875
43 H 5.30108 1.69765 -1.07117
44 H 4.87587 3.38291 -1.33052
45 H 1.58731 3.32278 -2.54042
46 H 1.96376 4.36538 -1.17401
47 H 0.63797 3.21886 -1.05769
48 H 3.93436 2.24430 1.57869
49 H 2.18204 2.22639 1.74029
50 H 2.99405 3.66858 1.16064
51 C -0.03286 -4.51875 -0.52197
52 C -0.64987 -3.32522 0.14231
53 N -1.82610 -3.48984 0.75114
54 O -0.07018 -2.22664 0.10913
55 H -0.47389 -5.45464 -0.18843
56 H 1.03438 -4.51602 -0.31013
57 H -0.16150 -4.42606 -1.59997
58 H -2.20768 -4.41120 0.87193
59 H -2.15258 -2.76722 1.36637
60 C -0.14677 1.09851 3.91068
61 Ge 0.72576 -0.38515 2.91442
62 C -0.31304 -2.02264 3.34776
63 C 0.28874 -3.27906 3.37779
64 C -0.44718 -4.42042 3.65983
65 C -1.80372 -4.32546 3.93920
66 C -2.41989 -3.08209 3.92232
67 C -1.67938 -1.94712 3.61856
68 C 2.56345 -0.59270 3.61683
69 C 3.63332 -0.35370 2.79063
70 C 4.96326 -0.41808 3.23699
71 C 5.22485 -0.72835 4.53897
72 C 4.16747 -0.98815 5.43861
73 C 4.43213 -1.31272 6.78683
74 C 3.41345 -1.57022 7.66049
75 C 2.08217 -1.51252 7.21638
76 C 1.79558 -1.19750 5.91514
77 C 2.82146 -0.92383 4.98152
78 H -0.03008 0.97406 4.98707
79 H -1.21486 1.14191 3.68887
80 H 0.30003 2.05161 3.63033
81 H 1.35700 -3.36713 3.20390
82 H 0.04497 -5.38414 3.69277
83 H -2.37078 -5.21179 4.19164
84 H -3.47177 -2.99499 4.16417
85 H -2.17563 -0.98231 3.62819
86 H 3.44830 -0.10174 1.75340
87 H 5.77530 -0.22131 2.54905
88 H 6.24364 -0.77903 4.90175
89 H 5.46270 -1.35371 7.11689
90 H 3.62886 -1.81748 8.69131
91 H 1.27671 -1.72230 7.90740
92 H 0.76216 -1.17258 5.59630